The following is a quantum chemistry calculation of C6H10N2S in the gas phase, from the Open Molecules 2025 dataset.

Results
Orbital gap (spin up / spin down) in eV: 6.43 / 6.90
F_max in eV/Å: 4.796
DFT total energy in eV: -20194.19676
ΔE to the lowest compared entry with this formula, charge and spin in eV: 4.6659

Geometry as XYZ:
```
19
Properties=species:S:1:pos:R:3:forces:R:3
C 0.12236 -0.32980 0.32758 0.938 -0.032 1.191
C -1.21015 -0.49921 0.51736 -1.672 0.573 -0.947
C 1.83162 0.54097 -1.13697 1.102 -1.697 1.478
C -0.15793 2.08526 -2.17647 0.535 -0.366 0.042
C 1.16903 -1.08674 1.13600 -3.959 2.535 0.948
C -1.88775 -1.26028 1.65568 2.132 4.174 0.661
N 0.60098 0.51145 -0.67790 0.743 -1.214 0.252
N -0.15758 1.55893 -1.03928 -1.257 1.460 0.851
S -2.23376 0.19572 -0.64778 -0.749 -0.594 0.443
H 2.66203 0.00352 -0.65050 -0.928 0.058 -0.342
H 2.05886 1.23052 -1.87543 0.337 1.187 -0.987
H 0.24170 1.54764 -3.03982 -0.102 0.536 -0.198
H -0.63694 3.04336 -2.11058 -0.200 0.303 -1.012
H 0.57167 -1.48726 1.96637 0.812 -0.792 -0.536
H 1.84045 -0.40023 1.53784 1.593 1.060 0.664
H 1.54265 -1.62350 0.37394 2.114 -3.221 -1.620
H -1.44209 -2.15657 1.86693 0.955 -2.221 0.867
H -2.86266 -1.30303 1.44282 -3.635 -1.119 -1.547
H -2.05249 -0.57076 2.53021 1.240 -0.630 -0.207
```
Forces are in eV/Å.